No. 1
The following is a quantum chemistry calculation of a 2-piece molecular cluster, C16H20NO3S overall in a non-equilibrium geometry, from the OMol25 dataset.

The energy above the lowest of the compared OMol25 structures with the same formula, charge and spin is 271.4 kJ/mol. The value obtained for the max |F| is 5.88 eV Å⁻¹. As for the total charge: -1. The calculation puts the highest occupied orbital energy at -0.039 Eh.

Last column: Mulliken charge in e.
Geometry (Å):
1 C 3.75 -2.10 -1.20  -0.828
2 C 2.40 -1.91 -0.50  -0.659
3 C 1.76 -0.56 -0.76  1.167
4 O 0.65 -0.46 -1.34  -0.567
5 C 2.62 0.65 -0.52  -0.782
6 C 4.00 0.60 -1.19  -0.796
7 S 4.99 -0.86 -0.80  -0.193
8 H 4.20 -3.05 -0.87  0.405
9 H 3.62 -2.14 -2.29  0.399
10 H 1.70 -2.68 -0.82  0.117
11 H 2.52 -2.00 0.59  0.373
12 H 2.09 1.54 -0.89  0.278
13 H 2.74 0.76 0.57  0.350
14 H 3.90 0.66 -2.29  0.390
15 H 4.61 1.44 -0.85  0.405
16 C -1.31 -4.89 -1.10  -1.201
17 C -1.94 -3.60 -0.67  -0.227
18 O -0.85 -2.73 -0.22  -0.221
19 C -1.29 -1.49 0.05  0.414
20 C -0.18 -0.53 0.48  -0.523
21 N -0.68 0.64 0.79  -0.032
22 C -0.51 1.89 0.59  -0.334
23 C -1.51 2.86 1.02  0.770
24 C -1.29 4.25 0.87  -0.464
25 C -2.22 5.16 1.37  -0.453
26 C -3.39 4.70 2.00  -0.425
27 C -3.64 3.32 2.10  -0.447
28 C -2.71 2.41 1.59  -0.514
29 O -2.46 -1.15 -0.10  -0.703
30 H -2.08 -5.53 -1.54  0.412
31 H -0.53 -4.73 -1.85  0.270
32 H -0.88 -5.43 -0.25  0.271
33 H -2.46 -3.10 -1.50  0.339
34 H -2.63 -3.74 0.16  0.278
35 H 0.61 -1.02 1.06  0.286
36 H 0.38 2.31 0.09  -0.239
37 H -0.38 4.58 0.37  0.287
38 H -2.04 6.23 1.26  0.327
39 H -4.11 5.42 2.40  0.313
40 H -4.55 2.96 2.58  0.350
41 H -2.90 1.33 1.61  0.408



No. 2
The following is a quantum chemistry calculation of C16H21BN8O2W as an isolated structure, from the OMol25 dataset.

The energy above the lowest of the compared OMol25 structures with the same formula, charge and spin is 32.3 kJ/mol. The value obtained for the max |F| is 0.68 eV Å⁻¹. As for the total charge: +2. The calculation puts the highest occupied orbital energy at -0.510 Eh.

Last column: Mulliken charge in e.
Geometry (Å):
1 W 0.45 -1.54 1.64  1.016
2 C 4.37 -3.31 0.96  -1.696
3 C 3.06 -2.89 1.51  0.930
4 N 2.18 -2.13 0.80  -0.004
5 O 2.50 -1.74 -0.47  -0.416
6 C 2.56 -3.19 2.79  0.307
7 C 3.26 -3.70 3.99  -1.394
8 N 1.27 -2.87 2.72  0.141
9 O 0.47 -2.01 3.48  -0.433
10 H 4.88 -2.47 0.47  0.437
11 H 4.25 -4.12 0.24  0.439
12 H 5.01 -3.68 1.75  0.396
13 H 3.03 -2.44 -0.89  0.391
14 H 3.57 -4.74 3.84  0.376
15 H 2.61 -3.66 4.85  0.369
16 H 4.16 -3.11 4.18  0.398
17 B -3.27 -3.11 -0.52  0.039
18 C -2.09 -2.67 0.27  0.530
19 N -1.10 -2.31 0.84  -0.849
20 H -3.59 -4.16 0.00  0.032
21 H -4.11 -2.26 -0.47  -0.006
22 H -2.74 -3.32 -1.59  -0.004
23 C 0.15 0.03 -1.56  -1.294
24 C 0.58 0.81 -0.37  1.266
25 N 0.76 0.35 0.89  -0.006
26 C 1.06 1.45 1.70  -0.620
27 C 1.05 2.55 0.93  -0.321
28 N 0.76 2.13 -0.36  0.171
29 C 0.53 3.09 -1.48  -1.266
30 N -0.73 3.71 -1.36  0.636
31 N -0.88 4.59 -0.31  -0.455
32 N -2.11 4.85 -0.16  -0.531
33 C -2.85 4.10 -1.07  0.251
34 C -4.22 4.04 -1.28  -0.648
35 C -4.66 3.19 -2.27  -0.538
36 C -3.76 2.43 -3.04  -0.782
37 C -2.40 2.49 -2.85  -0.644
38 C -1.96 3.34 -1.83  1.251
39 H 0.15 -1.04 -1.36  0.328
40 H 0.81 0.21 -2.40  0.407
41 H -0.87 0.33 -1.84  0.201
42 H 1.24 1.35 2.76  0.496
43 H 1.18 3.59 1.17  0.506
44 H 0.61 2.55 -2.42  0.519
45 H 1.33 3.82 -1.41  0.286
46 H -4.90 4.65 -0.70  0.454
47 H -5.72 3.11 -2.48  0.408
48 H -4.16 1.80 -3.82  0.413
49 H -1.72 1.94 -3.49  0.510



No. 3
The following is a quantum chemistry calculation of one molecule with the formula C16H21BrN4O2S in a non-equilibrium geometry, from the OMol25 dataset.

The value obtained for the max |F| is 9.32 eV Å⁻¹. As for the total charge: 0. As for the SMILES: [H]/N=C(\C)Cc1c(CC(=O)Br)c(NCCC)c(OCC)c2nsnc12. The calculation puts the highest occupied orbital energy at -0.306 Eh.

Last column: Mulliken charge in e.
Geometry (Å):
1 C -3.99 1.95 1.75  -0.851
2 C -3.32 0.45 1.60  -0.273
3 C -3.20 -0.05 0.01  -0.345
4 N -1.96 0.49 -0.68  0.053
5 C -0.71 -0.30 -0.32  -0.514
6 C 0.50 0.35 0.64  0.293
7 C 0.26 1.89 1.15  -0.257
8 C 0.35 2.85 -0.22  0.396
9 O 1.32 2.75 -1.13  -0.487
10 Br -1.10 4.20 -0.53  -0.180
11 C 1.86 -0.52 1.07  0.153
12 C 3.05 0.04 2.05  -0.841
13 C 3.92 1.29 1.44  0.532
14 C 5.57 1.08 1.27  -1.078
15 N 3.44 2.53 1.08  -0.470
16 C 1.94 -2.06 0.48  0.346
17 N 2.97 -3.15 0.64  -0.575
18 S 2.47 -4.60 -0.25  0.158
19 N 0.91 -4.12 -0.94  -0.511
20 C 0.75 -2.69 -0.46  0.350
21 C -0.61 -1.84 -0.89  -0.173
22 O -1.65 -2.49 -1.72  -0.407
23 C -1.26 -2.47 -3.14  -0.255
24 C -2.47 -1.90 -4.09  -0.883
25 H -3.67 2.44 2.78  0.263
26 H -3.56 2.67 0.92  0.155
27 H -5.18 1.94 1.65  0.318
28 H -2.26 0.44 2.15  0.117
29 H -4.04 -0.28 2.19  0.334
30 H -4.20 0.23 -0.58  0.356
31 H -3.20 -1.24 0.07  0.187
32 H -2.09 0.45 -1.73  0.372
33 H 0.97 2.25 2.00  0.408
34 H -0.86 2.03 1.55  0.124
35 H 2.63 0.33 3.11  0.339
36 H 3.82 -0.86 2.20  0.337
37 H 5.87 -0.04 1.09  0.296
38 H 6.00 1.81 0.43  0.331
39 H 6.03 1.49 2.29  0.275
40 H 4.24 3.11 0.76  0.213
41 H -0.87 -3.54 -3.48  0.339
42 H -0.35 -1.72 -3.24  0.290
43 H -2.08 -1.00 -4.75  0.256
44 H -2.89 -2.72 -4.83  0.276
45 H -3.33 -1.47 -3.40  0.231



No. 4
The following is a quantum chemistry calculation of one molecule with the formula C16H21Cl2N3OS, from the OMol25 dataset.

The value obtained for the max |F| is 0.84 eV Å⁻¹. As for the total charge: 0. As for the SMILES: S=C(NC[C@H]1CCCO1)N1CCN(c2ccc(Cl)c(Cl)c2)CC1. The calculation puts the highest occupied orbital energy at -0.290 Eh.

Last column: Mulliken charge in e.
Geometry (Å):
1 S 1.90 -1.21 -3.10  -0.472
2 C 0.37 -1.71 -2.71  0.585
3 N -0.71 -1.13 -3.29  -0.110
4 H -1.61 -1.28 -2.85  0.296
5 C -0.62 0.19 -3.86  -1.617
6 H -1.44 0.30 -4.58  0.472
7 C -0.75 1.25 -2.75  0.751
8 C -0.75 2.69 -3.27  -0.812
9 H 0.24 3.14 -3.20  0.390
10 C -1.78 3.37 -2.37  -0.577
11 H -2.24 4.24 -2.82  0.413
12 C -2.77 2.23 -2.14  -0.560
13 H -3.34 2.32 -1.22  0.336
14 O -1.98 1.05 -2.05  -0.400
15 H -3.46 2.14 -2.99  0.305
16 H -1.32 3.66 -1.42  0.229
17 H -1.08 2.71 -4.31  0.326
18 H 0.07 1.08 -2.03  0.214
19 H 0.34 0.30 -4.37  0.362
20 N 0.16 -2.79 -1.90  0.103
21 C 1.20 -3.21 -0.99  -1.195
22 H 1.37 -4.28 -1.10  0.324
23 H 2.11 -2.67 -1.26  0.418
24 C 0.78 -2.89 0.47  -0.594
25 N -0.17 -1.80 0.46  0.411
26 C -0.08 -0.71 1.29  0.628
27 C 0.72 -0.73 2.44  -0.715
28 C 0.85 0.39 3.24  -0.129
29 C 0.17 1.56 2.94  0.214
30 C -0.63 1.59 1.81  -0.871
31 C -0.76 0.48 1.00  0.013
32 H -1.37 0.56 0.12  0.164
33 H -1.16 2.50 1.56  0.440
34 Cl 0.32 2.96 3.94  -0.220
35 Cl 1.84 0.30 4.65  -0.210
36 H 1.25 -1.62 2.74  0.514
37 C -1.43 -2.15 -0.18  -0.297
38 H -1.91 -1.24 -0.54  0.192
39 C -1.14 -3.10 -1.35  -1.359
40 H -1.09 -4.14 -1.00  0.389
41 H -1.92 -3.06 -2.11  0.503
42 H -2.11 -2.63 0.54  0.420
43 H 1.67 -2.59 1.02  0.430
44 H 0.36 -3.78 0.96  0.295



No. 5
The following is a quantum chemistry calculation of one molecule with the formula C16H21ClN2O3, from the OMol25 dataset.

The energy above the lowest of the compared OMol25 structures with the same formula, charge and spin is 52.4 kJ/mol. The value obtained for the max |F| is 0.63 eV Å⁻¹. As for the total charge: 0. As for the SMILES: CCCCNC(=O)CN1C(=O)[C@@H](CC)Oc2ccc(Cl)cc21. The calculation puts the highest occupied orbital energy at -0.310 Eh.

Last column: Mulliken charge in e.
Geometry (Å):
1 C 1.11 -5.98 2.41  -1.374
2 C 1.22 -4.51 2.04  -0.129
3 C 1.91 -4.32 0.69  -0.553
4 H 1.32 -4.81 -0.09  0.270
5 H 2.89 -4.79 0.71  0.413
6 C 2.10 -2.85 0.32  -0.939
7 N 0.84 -2.18 0.09  0.158
8 C 0.48 -1.68 -1.11  0.892
9 O 1.17 -1.69 -2.10  -0.680
10 C -0.93 -1.07 -1.08  -1.482
11 N -0.98 0.09 -0.20  0.223
12 C -1.42 -0.10 1.07  0.187
13 O -1.60 -1.22 1.53  -0.710
14 C -1.72 1.18 1.84  0.666
15 C -1.83 0.93 3.35  -0.499
16 C -3.16 0.30 3.74  -1.225
17 H -3.20 0.15 4.82  0.368
18 H -3.99 0.93 3.45  0.335
19 H -3.27 -0.67 3.26  0.312
20 H -1.72 1.90 3.84  0.356
21 H -1.01 0.29 3.66  0.289
22 O -0.74 2.17 1.64  -0.453
23 C -0.33 2.34 0.35  0.165
24 C 0.26 3.55 0.01  -0.651
25 C 0.72 3.77 -1.28  -0.549
26 C 0.58 2.77 -2.22  -0.151
27 C 0.01 1.55 -1.90  -0.816
28 C -0.46 1.33 -0.61  1.117
29 H -0.02 0.78 -2.65  0.403
30 Cl 1.15 3.03 -3.83  -0.221
31 H 1.17 4.71 -1.54  0.423
32 H 0.36 4.30 0.77  0.433
33 H -2.69 1.55 1.46  0.166
34 H -1.23 -0.79 -2.09  0.402
35 H -1.63 -1.80 -0.68  0.487
36 H 0.16 -2.17 0.84  0.113
37 H 2.63 -2.33 1.13  0.345
38 H 2.68 -2.76 -0.60  0.396
39 H 1.80 -3.99 2.81  0.270
40 H 0.22 -4.07 2.02  0.191
41 H 0.53 -6.52 1.66  0.338
42 H 0.62 -6.10 3.37  0.383
43 H 2.09 -6.44 2.46  0.330



No. 6
The following is a quantum chemistry calculation of one molecule with the formula C16H21ClN2O3 in a non-equilibrium geometry, from the OMol25 dataset.

The energy above the lowest of the compared OMol25 structures with the same formula, charge and spin is 1423.1 kJ/mol. The value obtained for the max |F| is 15.33 eV Å⁻¹. As for the total charge: 0. As for the SMILES: O=C(O)C[C@@H](C(=O)Nc1ccc(Cl)cc1)N1CCCCCC1. The calculation puts the highest occupied orbital energy at -0.307 Eh.

Last column: Mulliken charge in e.
Geometry (Å):
1 O -1.53 -2.53 -3.57  -0.554
2 C -1.31 -3.00 -2.56  0.142
3 O -1.16 -4.31 -2.58  -0.563
4 H -1.08 -4.73 -3.53  0.394
5 C -1.09 -2.39 -1.35  -0.297
6 H -0.63 -3.28 -0.58  0.225
7 H -2.13 -2.59 -0.82  0.376
8 C -0.67 -1.06 -1.37  -0.290
9 N 0.78 -0.99 -1.44  -0.105
10 C 1.42 -1.12 -2.63  -1.847
11 C 1.92 -2.58 -2.99  -0.106
12 C 3.49 -2.50 -2.67  -1.728
13 C 3.94 -2.38 -1.06  -1.266
14 C 2.91 -1.45 -0.21  -0.490
15 H 3.22 -0.36 -0.77  0.173
16 H 3.39 -1.55 0.85  0.247
17 C 1.64 -1.66 -0.16  -0.800
18 H 1.12 -1.36 0.73  0.540
19 H 1.20 -2.66 -0.23  0.451
20 H 4.80 -2.49 -0.72  0.998
21 H 3.48 -3.46 -0.72  0.218
22 H 3.97 -1.77 -2.88  0.875
23 H 3.97 -3.39 -2.92  0.513
24 H 1.55 -3.48 -2.38  0.248
25 H 1.89 -2.53 -4.23  0.267
26 H 2.07 -0.28 -2.76  0.676
27 H 0.77 -0.98 -3.37  0.856
28 C -1.35 -0.31 -0.07  -0.096
29 O -2.11 -0.79 0.60  -0.519
30 N -0.41 0.77 0.24  0.117
31 C -0.70 1.79 1.10  0.060
32 C -1.63 1.85 1.92  0.295
33 C -1.79 2.80 3.01  -1.027
34 C -0.65 3.80 3.02  0.693
35 C 0.36 3.76 2.14  -1.488
36 C 0.18 2.74 1.25  0.711
37 H 1.20 2.88 0.40  -0.014
38 H 1.03 4.37 2.41  0.624
39 Cl -0.93 5.01 4.22  -0.218
40 H -2.68 2.64 3.66  0.327
41 H -2.34 0.99 2.17  0.187
42 H 0.34 0.59 -0.34  0.145
43 H -0.99 -0.69 -2.18  1.052



Which formula does entry 4 have?
C16H21Cl2N3OS



Among the records above, which one has the lowest max |F|?
number 5



Look up the max |F| of the second one.
0.68 eV Å⁻¹



Which formula does entry 5 have?
C16H21ClN2O3